Below is 2 unconnected molecules or ions with the total composition C4H4N2S2, with properties calculated with wB97M-V/def2-TZVPD.

## Properties
energy relative to the best compared isomer or geometry (same formula, charge and spin)	2.599	eV
Kohn-Sham gap (alpha / beta)	8.06 / 8.06	eV
HOMO level (alpha / beta)	-7.848 / -7.848	eV
net charge	0
total energy	-1060.61999	Ha
maximum force	2.93	eV/Å

Cartesian coordinates (Å):
C -0.741 -0.792 -0.639
C 0.077 -1.834 -0.372
C 1.032 1.851 -0.736
C -0.004 -0.144 1.406
N 1.579 0.870 -1.007
N -0.866 0.106 0.445
S 0.807 -1.584 1.147
S -1.886 1.372 0.415
H -0.993 -0.433 -1.646
H 0.569 -2.636 -0.854
H 0.349 2.597 -0.366
H 0.078 0.627 2.207

Here are the Löwdin charges for atoms 1 to 4, given in e:
1. C -0.24
2. C -0.37
3. C -0.10
4. C -0.50